No. 1
# C2Br4N2O4

A structure of composition C2Br4N2O4 in a non-equilibrium geometry (wB97M-V/def2-TZVPD, the Open Molecules 2025 dataset).

Geometry as ORCA input:
```
! RIJCOSX wB97M-V def2-TZVPD def2/J DEFGRID3
* xyz 0 1
C 0.73136 1.16471 0.72614
C -0.89153 -1.27473 -0.76701
N 1.56297 0.20030 0.28047
N -1.57971 -0.17017 -0.26045
O 1.67556 -0.83829 0.99461
O -1.58323 0.78700 -1.01219
O 2.11441 0.33626 -0.83172
O -2.02160 -0.15851 0.87504
Br 0.40820 2.55081 -0.40550
Br -0.04077 1.01271 2.32109
Br -0.39038 -2.49066 0.48970
Br 0.01473 -1.11944 -2.41019
*
```

Computed properties:
- Highest occupied orbital energy (alpha / beta): -9.37 / -9.43 eV
- Energy relative to the best compared isomer or geometry (same formula, charge and spin): 58.96 kcal per mole
- LUMO level (alpha / beta): -2.6 / -2.8 eV
- Calculated total energy: -293403.705 eV
- Largest force on an atom: 3.55 eV/A
- Orbital gap (alpha / beta): 6.8 / 6.7 eV

No. 2
# C6H8S

An isolated molecule of C6H8S in a non-equilibrium geometry (wB97M-V/def2-TZVPD, the Open Molecules 2025 dataset).

Geometry as ORCA input:
```
! RIJCOSX wB97M-V def2-TZVPD def2/J DEFGRID3
* xyz 0 3
C 1.44832 -1.28722 -0.19230
C 0.99976 -2.41994 0.20407
C 1.15379 0.22291 -0.52868
C -0.73893 0.64672 1.35139
C -0.24293 0.52926 -0.09295
C -1.22852 -0.42681 0.38642
S -2.87720 -0.52490 -0.32758
H 2.45358 -1.55709 -0.26804
H -1.08946 -1.49265 0.82782
H 1.98757 0.74786 -0.05247
H 1.13634 0.30440 -1.69484
H 0.00293 0.33675 2.08834
H -1.44178 1.51095 1.78387
H -0.69188 1.36830 -0.68572
H -3.03464 -1.73457 0.10824
*
```

Computed properties:
- Highest occupied orbital energy (alpha / beta): -7.65 / -8.77 eV
- Energy relative to the best compared isomer or geometry (same formula, charge and spin): 138.54 kcal per mole
- LUMO level (alpha / beta): 1.0 / -2.5 eV
- Calculated total energy: -17178.192 eV
- Largest force on an atom: 3.41 eV/A
- Orbital gap (alpha / beta): 8.7 / 6.3 eV
- Expectation value of S²: 2.03

No. 3
# CH2N2O4

An isolated molecule of CH2N2O4 in a non-equilibrium geometry (wB97M-V/def2-TZVPD, the Open Molecules 2025 dataset).

Geometry as ORCA input:
```
! RIJCOSX wB97M-V def2-TZVPD def2/J DEFGRID3
* xyz 0 1
N 0.03505 0.29542 0.06516
C 1.30706 -0.19428 0.24538
O 1.79322 -0.38712 1.33610
O 1.90241 -0.35379 -0.97104
N 3.30935 -0.62573 -1.04234
O 3.88432 -1.18583 -0.18552
O 3.81407 -0.24437 -2.03414
H -0.28359 0.52442 1.08186
H -0.59516 0.25289 -0.75642
*
```

Computed properties:
- Highest occupied orbital energy: -11.03 eV
- Energy relative to the best compared isomer or geometry (same formula, charge and spin): 26.95 kcal per mole
- LUMO level: 0.2 eV
- SMILES string: NC(=O)O[N+](=O)[O-]
- Calculated total energy: -12235.482 eV
- Largest force on an atom: 3.06 eV/A
- Orbital gap: 11.3 eV

No. 4
# C12H15NO

An isolated molecule of C12H15NO in a non-equilibrium geometry (wB97M-V/def2-TZVPD, the Open Molecules 2025 dataset).

Geometry as ORCA input:
```
! RIJCOSX wB97M-V def2-TZVPD def2/J DEFGRID3
* xyz 0 1
C -2.58272 2.95455 1.28423
C -1.42506 2.30757 0.51292
C -1.88260 1.70151 -0.81927
C -0.72910 1.13817 -1.65060
N 0.04090 0.09557 -1.02447
C 1.37614 0.29340 -0.48125
C 1.73352 -1.08036 0.02477
C 2.85887 -1.52134 0.69256
C 2.93439 -2.87619 1.06157
C 1.88459 -3.75634 0.81540
C 0.72795 -3.28790 0.18182
C 0.66020 -1.94933 -0.20147
C -0.40979 -1.21084 -0.92197
O -1.47720 -1.63716 -1.33080
H -3.34532 2.21395 1.51447
H -2.24897 3.36301 2.22365
H -3.08922 3.72868 0.69852
H -0.65525 3.05520 0.30843
H -0.93567 1.52508 1.11534
H -2.35404 2.47990 -1.41254
H -2.66572 0.94042 -0.64338
H -1.11891 0.74057 -2.61654
H -0.04798 1.96824 -1.91540
H 2.03581 0.63329 -1.29071
H 1.36565 1.04772 0.33694
H 3.69373 -0.86926 0.92434
H 3.79823 -3.26322 1.59217
H 1.95282 -4.78697 1.08353
H -0.09527 -3.94794 -0.06228
*
```

Computed properties:
- Highest occupied orbital energy: -9.12 eV
- Energy relative to the best compared isomer or geometry (same formula, charge and spin): 0.00 kcal per mole
- LUMO level: 0.8 eV
- SMILES string: CCCCN1Cc2ccccc2C1=O
- Calculated total energy: -16225.813 eV
- Largest force on an atom: 1.28 eV/A
- Orbital gap: 9.9 eV

No. 5
# C4H7PS

An isolated molecule of C4H7PS in a non-equilibrium geometry (wB97M-V/def2-TZVPD, the Open Molecules 2025 dataset).

Geometry as ORCA input:
```
! RIJCOSX wB97M-V def2-TZVPD def2/J DEFGRID3
* xyz 0 1
C -0.23171 0.18152 -1.31430
C 0.81593 -0.50560 -0.54194
C 0.33778 -0.79675 0.83190
S 0.69185 0.43119 2.09440
C -0.90978 0.25483 1.33828
P -1.20979 1.33124 -0.15102
H 0.09521 0.67408 -2.09393
H -1.06509 -0.44572 -1.59268
H 1.14237 -1.33220 -1.09685
H 1.78949 0.10632 -0.36365
H 0.21721 -1.76128 1.01173
H -1.69285 -0.18717 1.81788
H 0.01939 2.04955 0.06018
*
```

Computed properties:
- Highest occupied orbital energy: -8.56 eV
- Energy relative to the best compared isomer or geometry (same formula, charge and spin): 28.10 kcal per mole
- LUMO level: 0.9 eV
- SMILES string: C1C[C@H]2S[C@H]2P1
- Calculated total energy: -24383.184 eV
- Largest force on an atom: 5.44 eV/A
- Orbital gap: 9.5 eV

No. 6
# C37H82F12N4O17SSn

A structure of composition C37H82F12N4O17SSn in a non-equilibrium geometry (wB97M-V/def2-TZVPD, the Open Molecules 2025 dataset).

Geometry as ORCA input:
```
! RIJCOSX wB97M-V def2-TZVPD def2/J DEFGRID3
* xyz 2 1
Sn -0.54503 -0.61189 0.29094
C 1.29385 -1.91713 -3.45491
F 1.07226 -3.01739 -4.13443
F 2.47901 -1.40336 -3.84750
F 0.33974 -1.08660 -3.84592
S 1.31587 -2.27826 -1.61074
O 0.18648 -3.10416 -1.29266
O 2.62142 -2.85155 -1.33921
O 1.21318 -0.92280 -1.07812
C -7.16522 -3.51256 -1.11921
O -6.25859 -4.01151 -0.06760
C -6.41622 -3.37853 1.17031
C -5.31336 -3.79149 2.05901
N -4.02397 -3.22177 1.74085
H -3.69577 -3.69743 0.88883
H -3.86733 -1.52169 1.74991
C -3.07854 -3.55402 2.82707
C -1.70038 -2.94164 2.54090
O -1.21307 -3.17120 1.22683
C -0.45915 -4.41600 1.14885
H -6.58733 -2.93278 -1.85224
H -7.78566 -2.79566 -0.60989
H -7.66178 -4.35187 -1.56543
H -7.36470 -3.64282 1.59915
H -6.39054 -2.27282 1.03600
H -5.23029 -4.87473 2.13448
H -5.54039 -3.33988 3.02257
H -3.04413 -4.62970 2.91650
H -3.39708 -3.12246 3.81127
H -0.99360 -3.32946 3.25151
H -1.81957 -1.89505 2.64634
H -0.78651 -5.11642 1.91558
H 0.58892 -4.23522 1.26718
H -0.60374 -4.78932 0.12385
C 6.41154 1.59143 0.55259
O 6.04726 0.39672 -0.05462
C 5.25150 -0.43197 0.76666
C 4.83915 -1.66654 0.01563
N 6.01987 -2.39600 -0.68661
H 6.36595 -1.79549 -1.47263
H 6.70854 -2.62198 0.01498
C 5.54959 -3.59117 -1.41570
C 5.26046 -3.19039 -2.86241
O 6.34125 -2.27346 -3.18299
C 6.35882 -1.50231 -4.37513
H 5.57861 2.27890 0.81125
H 7.07811 2.02592 -0.17072
H 7.01448 1.44978 1.45456
H 4.35028 0.11695 1.11701
H 5.79275 -0.80254 1.64635
H 4.16202 -1.42878 -0.78486
H 4.25329 -2.29338 0.67695
H 4.59002 -3.92051 -1.00853
H 6.36376 -4.29115 -1.42155
H 4.31643 -2.67871 -3.03831
H 5.26496 -4.07721 -3.50270
H 6.85004 -2.06591 -5.16334
H 6.86337 -0.59415 -4.07581
H 5.30141 -1.31908 -4.52031
C 4.80007 2.41480 -2.98162
O 3.61299 2.74307 -3.61974
C 3.52809 4.13511 -3.77465
C 2.24098 4.43553 -4.54414
N 0.98125 4.22930 -3.82730
H 0.96077 4.88613 -3.02821
H 0.24271 4.46102 -4.50167
C 0.63642 2.87170 -3.39930
C 0.48637 1.91510 -4.58436
O -0.38013 2.65870 -5.42854
C -0.94241 1.95629 -6.56540
H 4.71360 1.36716 -2.80972
H 4.95354 2.89500 -2.01345
H 5.64810 2.67499 -3.65906
H 4.35826 4.60472 -4.40405
H 3.63886 4.63790 -2.79572
H 2.23678 3.99032 -5.50898
H 2.19556 5.50646 -4.71676
H -0.30061 2.97882 -2.85365
H 1.37136 2.46484 -2.73001
H 0.08312 0.98168 -4.17008
H 1.43915 1.67541 -5.08216
H -1.22616 0.92166 -6.29161
H -0.14068 1.87180 -7.30549
H -1.74908 2.53120 -7.03125
C 2.62892 1.52789 -0.45886
O 1.32851 1.58757 0.09581
C 1.04040 2.92120 0.34537
C -0.30495 3.12855 1.04653
N -0.23473 2.54342 2.37535
H 0.33894 0.99918 2.74153
H 0.20094 3.16268 3.04604
C -1.54185 2.21752 3.01509
C -2.29102 3.36790 3.54069
O -3.11994 4.06441 2.67805
C -3.78239 5.17578 3.31134
H 3.39547 1.92971 0.22296
H 2.74537 2.06262 -1.39885
H 2.75576 0.45020 -0.62551
H 1.10587 3.54130 -0.58768
H 1.86594 3.25747 1.02272
H -1.07849 2.59802 0.48748
H -0.49169 4.19829 0.99336
H -1.26310 1.63436 3.87757
H -2.03652 1.55593 2.32093
H -1.54878 4.06730 3.94728
H -2.82114 2.94653 4.43263
H -4.42796 5.54869 2.53590
H -3.05761 5.91473 3.63509
H -4.35462 4.83408 4.17273
C 1.52985 -0.45270 3.58060
O 2.49413 0.51258 3.29996
O 0.33130 -0.02279 2.94306
C 2.03487 -1.65308 3.00059
F 3.27426 -1.77306 3.57457
F 1.31225 -2.82140 3.25337
F 2.25199 -1.66937 1.70839
C 3.32018 1.13475 4.34440
C 4.23327 2.20222 3.69575
H 3.62050 2.89909 3.10220
H 4.73771 2.79528 4.47718
H 4.93988 1.74811 3.01923
H 3.91929 0.32653 4.82008
H 2.60263 1.56796 5.10768
H 1.42348 -0.58913 4.56432
C -2.73484 0.50107 -1.71027
O -2.47549 -0.82449 -1.97057
O -1.52715 0.97128 -1.09034
C -3.10066 1.25590 -3.01349
F -3.00365 2.54068 -2.67945
F -2.37334 1.02873 -4.15851
F -4.34524 0.98531 -3.44263
C -3.50518 -1.76225 -1.58718
C -2.95487 -3.12997 -1.75726
H -2.62349 -3.34818 -2.77593
H -2.09616 -3.27743 -1.13562
H -3.74427 -3.85672 -1.58068
H -4.40010 -1.57672 -2.19893
H -3.85142 -1.54360 -0.56550
H -3.57394 0.70824 -1.04849
C -4.41657 0.13888 2.59538
O -5.19994 -0.66275 3.38830
O -3.52252 -0.58296 1.77009
C -5.15127 1.05014 1.64810
F -4.33929 1.85188 0.86171
F -5.80837 0.25138 0.83941
F -6.01345 1.84179 2.29224
C -5.26104 -0.40949 4.78589
C -5.83710 -1.68634 5.50573
H -5.14564 -2.50640 5.41420
H -5.85242 -1.57209 6.59501
H -6.82629 -1.97009 5.18277
H -5.85738 0.51776 4.96237
H -4.25885 -0.15531 5.16657
H -3.76813 0.79287 3.19924
*
```

Computed properties:
- Highest occupied orbital energy: -12.71 eV
- LUMO level: -4.1 eV
- Calculated total energy: -129725.469 eV
- Largest force on an atom: 5.97 eV/A
- Orbital gap: 8.6 eV

No. 7
# C45H49BrF3N5O4

A structure of composition C45H49BrF3N5O4 in a non-equilibrium geometry (wB97M-V/def2-TZVPD, the Open Molecules 2025 dataset).

Geometry as ORCA input:
```
! RIJCOSX wB97M-V def2-TZVPD def2/J DEFGRID3
* xyz 0 1
C -1.14842 -2.50856 -4.21252
C -0.61642 -1.08040 -4.30329
C -0.98640 -0.42807 -5.64060
C 0.88828 -1.03244 -4.00740
C 1.75573 -1.51507 -4.98617
C 3.13796 -1.43925 -4.81850
C 3.65629 -0.79973 -3.69791
C 2.81297 -0.28082 -2.71627
C 3.38267 0.60998 -1.61924
C 4.32126 1.68687 -2.17508
C 4.08963 -0.21400 -0.55244
C 1.43505 -0.59585 -2.77357
N 0.53849 -0.07418 -1.75521
N -0.17244 0.99730 -2.19781
N -0.90764 1.42623 -1.16098
C -1.54916 2.74674 -1.19019
C -2.66905 3.02359 -2.00657
C -3.18869 1.98571 -3.00822
C -3.41181 2.55646 -4.41490
C -4.44416 1.28588 -2.49220
C -3.33481 4.25466 -1.88779
C -2.89586 5.22482 -0.99199
C -1.72073 5.00448 -0.28322
C -1.01633 3.80103 -0.41999
C 0.36976 3.67802 0.22361
C 0.32857 3.63191 1.74779
C 1.32528 4.76751 -0.26700
C -0.71674 0.59113 -0.06820
C -1.49591 0.72531 1.11842
C -0.84936 0.27664 2.28136
C -1.54080 0.11077 3.45796
C -2.86261 0.53783 3.46917
C -3.63741 0.30755 4.72792
F -4.89420 0.83008 4.67772
F -3.77120 -1.04410 4.97264
F -3.01133 0.85180 5.81923
C -3.48837 1.15950 2.38813
C -2.80136 1.26547 1.18941
C 0.28409 -0.31846 -0.35957
C 0.73661 -1.47977 0.38175
H -0.89476 -2.95146 -3.24244
H -2.23911 -2.51390 -4.31815
H -0.71979 -3.14252 -5.00030
H -1.09137 -0.48652 -3.52007
H -0.61823 0.60441 -5.67728
H -0.55466 -0.98000 -6.48576
H -2.07702 -0.40015 -5.77200
H 1.34182 -1.98232 -5.88298
H 3.80478 -1.86151 -5.57452
H 4.73424 -0.70745 -3.56493
H 2.53992 1.11471 -1.12965
H 3.83250 2.25744 -2.97333
H 4.60060 2.38587 -1.37743
H 5.23655 1.23677 -2.58020
H 3.39490 -0.91839 -0.08189
H 4.92711 -0.78396 -0.98174
H 4.46592 0.45020 0.23436
H -2.36834 1.25624 -3.06755
H -2.49334 3.02199 -4.79058
H -3.68613 1.74653 -5.10180
H -4.21583 3.30432 -4.43048
H -4.26401 0.83833 -1.50721
H -5.28709 1.98614 -2.40163
H -4.73485 0.48603 -3.18267
H -4.22344 4.45458 -2.49571
H -3.45317 6.15195 -0.85907
H -1.33211 5.78172 0.38159
H 0.75937 2.71365 -0.12140
H -0.49846 3.00852 2.10835
H 1.26032 3.18557 2.11924
H 0.21569 4.64120 2.16646
H 1.33678 4.81215 -1.36151
H 1.03085 5.75080 0.11826
H 2.34349 4.55189 0.07502
H 0.20667 0.06286 2.18359
H -1.05323 -0.31589 4.33052
H -4.50187 1.53909 2.46529
H -3.24756 1.74434 0.31620
H -0.05527 -2.20614 0.56148
H 1.59970 -1.99412 -0.01377
C -3.25816 -4.15192 3.17753
C -1.93927 -4.79303 3.48670
O -0.91262 -3.85141 2.93211
C 0.31602 -4.32011 3.20960
O 0.49731 -5.34814 3.86494
N 1.40519 -3.56587 2.73775
C 2.55003 -3.59933 3.59447
C 2.98155 -4.57301 4.49705
C 4.15768 -4.38813 5.22294
C 4.89583 -3.20545 5.05800
C 4.47057 -2.21527 4.16622
Br 5.64243 -0.80507 3.76947
C 3.25713 -2.38457 3.46886
C 2.44754 -1.55000 2.58467
N 2.48664 -0.14512 2.79582
O 2.68253 0.24114 3.97007
O 2.34964 0.66053 1.82096
C 1.27318 -2.21115 2.10402
H -4.06643 -4.79954 3.52004
H -3.34205 -3.18971 3.69172
H -3.36556 -3.99224 2.10033
H -1.77805 -4.92748 4.56557
H -1.79200 -5.76439 2.99717
H 2.43869 -5.48933 4.63686
H 4.54804 -5.13717 5.90836
H 5.82985 -3.06107 5.60476
H 0.27127 -1.80271 2.50143
*
```

Computed properties:
- Highest occupied orbital energy: -6.20 eV
- Energy relative to the best compared isomer or geometry (same formula, charge and spin): 75.61 kcal per mole
- LUMO level: -0.8 eV
- Calculated total energy: -141289.035 eV
- Largest force on an atom: 5.30 eV/A
- Orbital gap: 5.4 eV

No. 8
# C5H5N3O7

A cluster of 2 separate species, C5H5N3O7 in total in a non-equilibrium geometry (wB97M-V/def2-TZVPD, the Open Molecules 2025 dataset).

Geometry as ORCA input:
```
! RIJCOSX wB97M-V def2-TZVPD def2/J DEFGRID3
* xyz 0 1
C -1.42501 -0.71270 0.02595
C -1.10586 -0.23572 -1.20318
C -0.16333 -1.03859 0.64906
C 0.35049 -0.17490 -1.28323
C -0.36573 1.47159 2.26641
N 0.02972 -1.57625 1.91119
N 0.97083 1.34139 -1.28186
N 1.04656 -0.68499 -2.57681
O -0.89227 -1.98082 2.54076
O 1.21838 -1.66715 2.23375
O 0.16888 2.19162 -1.51013
O 2.10734 1.41416 -1.07563
O 1.09437 -1.87100 -2.64926
O 1.31288 0.16328 -3.36228
O 0.89780 -0.82932 -0.18778
H -2.37752 -0.75925 0.44948
H -1.69302 0.22004 -1.89296
H -0.90949 1.98266 1.42765
H 0.65645 1.83602 2.55543
H -0.92148 0.90994 2.96345
*
```

Computed properties:
- Highest occupied orbital energy (alpha / beta): -9.48 / -9.67 eV
- Energy relative to the best compared isomer or geometry (same formula, charge and spin): 70.32 kcal per mole
- LUMO level (alpha / beta): -0.9 / -2.7 eV
- Calculated total energy: -24055.240 eV
- Largest force on an atom: 3.70 eV/A
- Orbital gap (alpha / beta): 8.6 / 7.0 eV

No. 9
# C2H5N

A structure of composition C2H5N in a non-equilibrium geometry (wB97M-V/def2-TZVPD, the Open Molecules 2025 dataset).

Geometry as ORCA input:
```
! RIJCOSX wB97M-V def2-TZVPD def2/J DEFGRID3
* xyz 0 1
N -1.20530 0.32523 0.03428
C 0.39822 -0.68939 0.14876
C 0.95989 0.33948 -0.29521
H -1.51642 0.90195 0.81404
H -2.01503 0.04890 -0.51784
H 0.21389 -1.73313 0.29136
H 1.23907 1.36036 -0.43965
H 1.92568 -0.55340 -0.03574
*
```

Computed properties:
- Highest occupied orbital energy: -8.12 eV
- Energy relative to the best compared isomer or geometry (same formula, charge and spin): 130.36 kcal per mole
- LUMO level: 1.1 eV
- Calculated total energy: -3638.861 eV
- Largest force on an atom: 7.16 eV/A
- Orbital gap: 9.2 eV